A:
Molecular formula: C4H6N2O
Method: DFT, wB97M-V/def2-TZVPD

Atoms and positions in Å:
1 H -2.21727 0.96799 -0.82932
2 N 0.28824 1.07076 0.14240
3 H 3.06902 -0.31551 0.39566
4 H 2.37870 0.03426 -1.18702
5 H 1.04586 -2.17160 0.02683
6 C 2.12739 -0.13271 -0.12808
7 H -3.28978 -0.07992 0.14818
8 C -2.31371 0.40355 0.10416
9 C -0.07712 -0.30542 0.10700
10 O -1.36405 -0.65834 0.15884
11 H -2.18960 1.09019 0.94548
12 C 1.00718 -1.09130 0.01492
13 N 1.53514 1.18804 0.10094

The calculation puts the HOMO energy at -8.99 eV. The SMILES is COC1=CCN=N1. The value obtained for the orbital gap is 0.34952 Ha. The charge is 0. The value obtained for the LUMO energy is 0.5 eV.


B:
Molecular formula: C4H6N2O
Method: DFT, wB97M-V/def2-TZVPD

Atoms and positions in Å:
1 H -2.77534 1.18995 -1.29446
2 N -0.87523 -0.36055 -0.22184
3 H 1.87083 1.04070 0.44144
4 N -0.97010 1.08888 -0.81215
5 H 1.43707 -1.31831 2.02035
6 H 0.64406 1.41290 -2.12166
7 O -1.94725 1.45797 -1.71917
8 C 0.26648 -0.49607 0.41586
9 C 0.30873 1.08644 -1.15326
10 H -0.29668 -1.60923 2.12639
11 C 0.54273 -1.53722 1.43640
12 C 1.06833 0.54665 -0.07968
13 H 0.72637 -2.50210 0.96178

The calculation puts the HOMO energy at -8.00 eV. The SMILES is Cc1ccn(O)n1. The value obtained for the orbital gap is 0.31085 Ha. The charge is 0. The value obtained for the LUMO energy is 0.5 eV.


C:
Molecular formula: C4H6N2O
Method: DFT, wB97M-V/def2-TZVPD

Atoms and positions in Å:
1 H 2.72236 -0.27913 -0.25506
2 O -2.75695 0.66340 -0.35143
3 H 0.60533 -2.17358 0.07996
4 H -1.84409 -1.43390 0.72186
5 C 0.11520 -1.20968 0.05072
6 H 2.25438 0.73029 1.12204
7 C 0.61300 0.04411 -0.04812
8 C -1.49069 0.24976 -0.21562
9 C 2.02721 0.49719 0.07463
10 H 2.18931 1.40356 -0.51140
11 N -0.42096 0.97495 -0.21958
12 N -1.28868 -1.09530 -0.05128
13 H -2.72544 1.62833 -0.39672

The calculation puts the HOMO energy at -8.38 eV. The SMILES is Cc1c[nH]c(O)n1. The value obtained for the orbital gap is 0.33756 Ha. The charge is 0. The value obtained for the LUMO energy is 0.8 eV.


D:
Molecular formula: C4H6N2O
Method: DFT, wB97M-V/def2-TZVPD

Atoms and positions in Å:
1 H 2.10947 1.99652 -0.16767
2 C 0.41387 0.40347 -0.12763
3 N 2.74985 0.18507 0.06683
4 H -1.94906 -0.74407 1.20148
5 C -1.65534 -0.42288 0.11493
6 H -2.69547 -0.03562 -0.10425
7 N -0.86971 0.77204 -0.23045
8 C 1.79391 1.03999 0.00032
9 C 0.71446 -0.93323 -0.21231
10 H -1.79009 -1.08439 -0.66918
11 H -1.05555 1.67774 0.38494
12 H 0.09800 -1.82030 -0.25742
13 O 2.13566 -1.03433 0.00043

The calculation puts the HOMO energy at -8.47 eV. The SMILES is CNc1cnoc1. The value obtained for the orbital gap is 0.33985 Ha. The charge is 0. The value obtained for the LUMO energy is 0.8 eV.


Question: which arrangement is favored energetically? Ranking from most to least stable: C, A, D, B.


A:
Molecular formula: C3H6NO
Method: DFT, wB97M-V/def2-TZVPD

Atoms and positions in Å:
1 H -2.41604 1.09615 -0.96571
2 C -1.88013 -0.53220 0.59902
3 C 1.69702 0.02297 0.53942
4 H 1.29913 -0.48266 1.35278
5 C -2.13108 0.35120 -0.17406
6 H -1.54186 -1.16865 1.27694
7 N 0.71243 0.05399 -0.62692
8 H 1.17296 0.63353 -1.39004
9 H -0.23380 0.43196 -0.24266
10 O 2.77583 0.48398 0.51681
11 H 0.54554 -0.89027 -0.88559

The calculation puts the HOMO energy at -15.98 eV. The value obtained for the orbital gap is 0.42509 Ha. The charge is +1. The value obtained for the LUMO energy is -4.4 eV.


B:
Molecular formula: C3H6NO
Method: DFT, wB97M-V/def2-TZVPD

Atoms and positions in Å:
1 N 0.45213 1.55326 1.43167
2 H -1.62213 -1.18737 -0.20371
3 H -0.52557 -2.20951 -2.46581
4 H 0.41252 1.01466 2.29332
5 C -0.49120 0.65935 0.68461
6 C -0.10448 -1.52078 -1.75961
7 H 1.36877 1.63773 1.11814
8 C -0.66204 -1.15393 -0.65802
9 H 0.92200 -1.15627 -2.02242
10 O 0.15504 -0.13840 -0.04989
11 H 0.09495 2.50125 1.63173

The calculation puts the HOMO energy at -14.95 eV. The value obtained for the orbital gap is 0.38181 Ha. The charge is +1. The value obtained for the LUMO energy is -4.6 eV.


Question: which arrangement is favored energetically? Ranking from most to least stable: A, B.


A:
Molecular formula: C3H5NOS
Method: DFT, wB97M-V/def2-TZVPD

Atoms and positions in Å:
1 H 1.98321 0.76486 0.19154
2 H 0.35195 -1.75480 0.49449
3 C -0.66897 -0.26936 -0.94680
4 C -0.01506 0.44182 0.99130
5 S 0.54199 0.96977 2.41891
6 N -0.98674 0.70185 0.16201
7 O 1.69005 -0.55278 -0.47964
8 H -0.34465 -0.09137 -1.97372
9 H -1.47888 1.58768 0.12618
10 H -1.51017 -1.04431 -1.06038
11 C 0.43726 -0.75337 0.07611

The calculation puts the HOMO energy at -8.88 eV. The value obtained for the orbital gap is 0.31461 Ha. The charge is 0. The value obtained for the LUMO energy is -0.3 eV.


B:
Molecular formula: C3H5NOS
Method: DFT, wB97M-V/def2-TZVPD

Atoms and positions in Å:
1 H -0.84889 -1.12079 -1.42234
2 S -1.79279 0.01323 0.54176
3 H 1.47750 -0.34636 -0.90159
4 C -0.55776 -1.00894 -0.35788
5 H -0.43961 -2.14987 -0.17759
6 H 0.89421 2.33216 -0.21572
7 C 0.72402 -0.16452 -0.20309
8 H 0.12508 -0.20046 1.61797
9 N -0.99350 1.42797 0.20200
10 O 1.17836 -0.14257 1.21051
11 C 0.23337 1.36014 -0.29402

The calculation puts the HOMO energy at -9.06 eV. The SMILES is O[C@@H]1C=NSC1. The value obtained for the orbital gap is 0.35846 Ha. The charge is 0. The value obtained for the LUMO energy is 0.7 eV.


C:
Molecular formula: C3H5NOS
Method: DFT, wB97M-V/def2-TZVPD

Atoms and positions in Å:
1 C -1.68183 0.70454 -0.07849
2 H 0.86831 1.66111 0.74454
3 C 1.54250 -1.04415 -0.09426
4 S -2.91707 -0.36576 -0.06222
5 H 2.23521 -0.20245 -0.22938
6 N -0.36010 0.43755 -0.04341
7 H -0.50582 -1.62275 0.10500
8 H 1.93534 -2.05331 -0.06290
9 C 0.23857 -0.83374 -0.02423
10 H -1.84801 1.79840 -0.10911
11 O 0.49290 1.52057 -0.14553

The calculation puts the HOMO energy at -8.72 eV. The SMILES is C=CN(O)C=S. The value obtained for the orbital gap is 0.32824 Ha. The charge is 0. The value obtained for the LUMO energy is 0.2 eV.


Question: which arrangement is favored energetically? Ranking from most to least stable: C, B, A.


A:
Molecular formula: C3H5NOS
Method: DFT, wB97M-V/def2-TZVPD

Atoms and positions in Å:
1 H -1.49920 -0.27745 1.71097
2 N 0.06221 0.86689 0.82516
3 C 1.11157 -0.78494 -0.55685
4 H 2.01560 1.07265 0.23412
5 S -0.36080 -1.54656 -0.01393
6 C -0.79764 -0.12753 0.80787
7 H 2.01636 -1.38396 -0.59496
8 H -2.56787 1.31386 -0.28211
9 C 1.08497 0.54116 0.16762
10 H 0.82789 -0.51751 -1.57764
11 O -1.89308 0.84339 -0.72024

The calculation puts the HOMO energy (alpha / beta) at -8.75 / -8.76 eV. The value obtained for the orbital gap (alpha / beta) is 0.30777 / 0.30802 Ha. The charge is 0. The value obtained for the LUMO energy (alpha / beta) is -0.4 / -0.4 eV.


B:
Molecular formula: C3H5NOS
Method: DFT, wB97M-V/def2-TZVPD

Atoms and positions in Å:
1 H -0.30955 3.37305 0.33526
2 H 0.50940 -1.50686 -1.32643
3 H -0.74552 1.94623 1.61928
4 C 0.32292 -0.83867 -0.53268
5 O -0.37144 1.69631 -0.47741
6 H 0.40879 -3.32167 1.71640
7 C -0.58074 2.40101 0.56184
8 C -0.18096 0.45332 -0.90614
9 H -0.21297 0.36738 -2.03527
10 S 0.68943 -3.12391 0.44000
11 N 0.47064 -1.44618 0.60515

The calculation puts the HOMO energy (alpha / beta) at -7.63 / -7.64 eV. The value obtained for the orbital gap (alpha / beta) is 0.26035 / 0.29026 Ha. The charge is 0. The value obtained for the LUMO energy (alpha / beta) is -0.5 / 0.3 eV.


Question: which arrangement is favored energetically? Ranking from most to least stable: A, B.